Formula: C5H10N2
Source: OMol25
Level of theory: ωB97M-V/def2-TZVPD

Last columns: bonded neighbours and bond lengths (Å).
CARTESIAN COORDINATES (ANGSTROEM)
1 C -1.981 -0.174 -0.017  C2 1.558, H8 1.091, H9 1.096, H10 1.102
2 C -1.368 0.306 -1.367  C1 1.558, N3 1.462, H11 1.104, H12 1.072
3 N -0.005 0.773 -1.118  C2 1.462, C4 1.268
4 C 0.645 -0.303 -0.951  N3 1.268, C5 1.470, H13 1.101
5 C 1.163 -0.559 0.401  C4 1.470, C6 1.465, N7 1.453, H14 1.091
6 C 2.303 0.216 0.897  C5 1.465, N7 1.451, H15 1.081, H16 1.088
7 N 0.963 0.506 1.370  C5 1.453, C6 1.451, H17 1.025
8 H -3.064 -0.047 -0.052  C1 1.091
9 H -1.600 0.408 0.830  C1 1.096
10 H -1.786 -1.228 0.236  C1 1.102
11 H -1.458 -0.501 -2.115  C2 1.104
12 H -1.847 1.205 -1.701  C2 1.072
13 H 0.597 -1.132 -1.673  C4 1.101
14 H 0.887 -1.555 0.752  C5 1.091
15 H 2.977 -0.250 1.601  C6 1.081
16 H 2.734 0.880 0.149  C6 1.088
17 H 0.575 1.309 0.866  N7 1.025

The energy above the lowest of the compared OMol25 structures with the same formula, charge and spin is 79.4 kcal per mole. The HOMO energy comes out at -8.533 eV. As for the frontier orbital gap: 9.106 eV. The molar mass comes out at 98.1 g mol⁻¹.